[1]
C27H32N4O6S in the gas phase. Source: the OMol25 dataset; level of theory: the ωB97M-V functional and the def2-TZVPD basis.

As for the energy: -57600.88958 eV. The calculation puts the energy above the lowest of the compared OMol25 structures with the same formula, charge and spin at 28.85 kcal/mol. The calculation puts the HOMO-LUMO gap at 7.972 eV. The SMILES is COc1ccc(NC(=O)CSc2nc3ccccc3c(=O)n2CCCC(=O)NC[C@@H]2CCCO2)c(OC)c1.

Bonds (Å) are listed after each position.
CARTESIAN COORDINATES (ANGSTROEM)
1 C 0.225 -4.261 -7.390  H2 1.089, O3 1.407, H69 1.095, H70 1.095
2 H 0.958 -4.804 -7.984  C1 1.089
3 O 0.920 -3.799 -6.257  C1 1.407, C4 1.365
4 C 0.228 -3.074 -5.329  O3 1.365, C5 1.385, C9 1.397
5 C -1.115 -2.747 -5.402  C4 1.385, C6 1.386, H68 1.077
6 C -1.699 -2.003 -4.389  C5 1.386, C7 1.385, H67 1.076
7 C -0.968 -1.569 -3.294  C6 1.385, C8 1.411, N16 1.401
8 C 0.401 -1.902 -3.222  C7 1.411, C9 1.381, O11 1.368
9 C 0.979 -2.646 -4.232  C4 1.397, C8 1.381, H10 1.077
10 H 2.020 -2.922 -4.212  C9 1.077
11 O 1.079 -1.449 -2.123  C8 1.368, C12 1.404
12 C 2.460 -1.689 -2.048  O11 1.404, H13 1.095, H14 1.089, H15 1.095
13 H 2.681 -2.760 -1.980  C12 1.095
14 H 2.797 -1.192 -1.139  C12 1.089
15 H 2.989 -1.266 -2.908  C12 1.095
16 N -1.525 -0.826 -2.245  C7 1.401, C17 1.352, H66 1.019
17 C -2.766 -0.294 -2.196  N16 1.352, O18 1.214, C19 1.525
18 O -3.600 -0.342 -3.077  C17 1.214
19 C -3.072 0.417 -0.882  C17 1.525, H20 1.089, H21 1.089, S22 1.817
20 H -2.347 1.197 -0.653  C19 1.089
21 H -4.078 0.832 -0.926  C19 1.089
22 S -2.977 -0.756 0.502  C19 1.817, C23 1.755
23 C -2.021 0.179 1.639  S22 1.755, N24 1.285, N33 1.363
24 N -2.002 1.455 1.492  C23 1.285, C25 1.363
25 C -1.290 2.206 2.379  N24 1.363, C26 1.400, C30 1.405
26 C -1.259 3.599 2.237  C25 1.400, C27 1.375, H65 1.078
27 C -0.570 4.364 3.148  C26 1.375, C28 1.396, H64 1.081
28 C 0.105 3.770 4.216  C27 1.396, C29 1.377, H63 1.080
29 C 0.097 2.401 4.361  C28 1.377, C30 1.397, H62 1.080
30 C -0.599 1.607 3.446  C25 1.405, C29 1.397, C31 1.456
31 C -0.587 0.156 3.562  C30 1.456, O32 1.217, N33 1.398
32 O 0.058 -0.467 4.385  C31 1.217
33 N -1.378 -0.511 2.623  C23 1.363, C31 1.398, C34 1.453
34 C -1.362 -1.964 2.644  N33 1.453, H35 1.093, C36 1.533, H61 1.093
35 H -2.383 -2.330 2.511  C34 1.093
36 C -0.444 -2.561 1.572  C34 1.533, C37 1.528, H59 1.091, H60 1.090
37 C 0.949 -1.933 1.592  C36 1.528, C38 1.520, H57 1.091, H58 1.093
38 C 0.964 -0.563 0.932  C37 1.520, O39 1.220, N40 1.345
39 O 0.099 -0.169 0.168  C38 1.220
40 N 2.045 0.182 1.228  C38 1.345, H41 1.009, C42 1.444
41 H 2.727 -0.134 1.900  N40 1.009
42 C 2.225 1.529 0.741  N40 1.444, H43 1.093, H44 1.097, C45 1.531
43 H 1.267 1.871 0.343  C42 1.093
44 H 2.971 1.540 -0.063  C42 1.097
45 C 2.693 2.438 1.880  C42 1.531, H46 1.097, C47 1.537, O54 1.425
46 H 2.008 2.320 2.729  C45 1.097
47 C 2.804 3.910 1.454  C45 1.537, H48 1.087, H49 1.091, C50 1.528
48 H 1.951 4.490 1.798  C47 1.087
49 H 2.860 3.978 0.367  C47 1.091
50 C 4.124 4.352 2.084  C47 1.528, H51 1.087, C52 1.527, H56 1.090
51 H 4.611 5.157 1.540  C50 1.087
52 C 4.920 3.050 2.042  C50 1.527, H53 1.091, O54 1.414, H55 1.100
53 H 5.712 2.991 2.790  C52 1.091
54 O 3.983 2.030 2.329  C45 1.425, C52 1.414
55 H 5.357 2.895 1.044  C52 1.100
56 H 3.968 4.658 3.118  C50 1.090
57 H 1.315 -1.849 2.616  C37 1.091
58 H 1.641 -2.567 1.031  C37 1.093
59 H -0.879 -2.415 0.582  C36 1.091
60 H -0.371 -3.632 1.759  C36 1.090
61 H -1.000 -2.243 3.637  C34 1.093
62 H 0.614 1.913 5.173  C29 1.080
63 H 0.634 4.387 4.927  C28 1.080
64 H -0.557 5.439 3.043  C27 1.081
65 H -1.792 4.044 1.412  C26 1.078
66 H -0.891 -0.652 -1.466  N16 1.019
67 H -2.742 -1.747 -4.452  C6 1.076
68 H -1.727 -3.058 -6.233  C5 1.077
69 H -0.590 -4.938 -7.113  C1 1.095
70 H -0.178 -3.432 -7.980  C1 1.095

Atom charges from the Mulliken analysis, given in e for atoms 1 to 2: -0.8705, 0.2533

[2]
C27H32N6O3 in the gas phase at a distorted geometry. Source: the OMol25 dataset; level of theory: the ωB97M-V functional and the def2-TZVPD basis.

As for the energy: -43601.67122 eV. The calculation puts the energy above the lowest of the compared OMol25 structures with the same formula, charge and spin at 37.84 kcal/mol. The calculation puts the HOMO-LUMO gap at 8.765 eV. The SMILES is CCC(C)(C)NC(=O)[C@H](c1cccn1C)N(C(=O)Cn1nnc2ccccc21)c1ccc(OC)cc1.

Bonds (Å) are listed after each position.
CARTESIAN COORDINATES (ANGSTROEM)
1 C -4.198 -0.307 -1.150  H2 1.087, C3 1.527, H67 1.087, H68 1.088
2 H -3.332 0.255 -0.809  C1 1.087
3 C -4.065 -1.793 -0.827  C1 1.527, H4 1.093, H5 1.092, C6 1.537
4 H -4.209 -1.944 0.246  C3 1.093
5 H -4.854 -2.344 -1.343  C3 1.092
6 C -2.711 -2.411 -1.212  C3 1.537, N7 1.462, C59 1.533, C63 1.530
7 N -1.713 -1.852 -0.302  C6 1.462, C8 1.334, H58 1.012
8 C -0.401 -2.086 -0.348  N7 1.334, O9 1.217, C10 1.557
9 O 0.167 -2.897 -1.055  C8 1.217
10 C 0.425 -1.243 0.669  C8 1.557, C11 1.495, N23 1.463, H57 1.097
11 C -0.357 -0.810 1.867  C10 1.495, C12 1.374, N15 1.368
12 C -0.730 0.434 2.316  C11 1.374, C13 1.407, H22 1.071
13 C -1.449 0.250 3.511  C12 1.407, C14 1.367, H21 1.071
14 C -1.488 -1.095 3.752  C13 1.367, N15 1.359, H20 1.072
15 N -0.826 -1.739 2.755  C11 1.368, C14 1.359, C16 1.435
16 C -0.609 -3.155 2.683  N15 1.435, H17 1.091, H18 1.089, H19 1.094
17 H -0.905 -3.546 1.708  C16 1.091
18 H -1.200 -3.646 3.455  C16 1.089
19 H 0.446 -3.398 2.845  C16 1.094
20 H -1.937 -1.641 4.559  C14 1.072
21 H -1.883 1.021 4.115  C13 1.071
22 H -0.519 1.375 1.849  C12 1.071
23 N 1.049 -0.118 -0.028  C10 1.463, C24 1.344, C42 1.424
24 C 0.281 0.774 -0.677  N23 1.344, O25 1.218, C26 1.537
25 O -0.936 0.731 -0.688  C24 1.218
26 C 0.999 1.920 -1.407  C24 1.537, N27 1.434, H40 1.095, H41 1.089
27 N 0.794 3.129 -0.662  C26 1.434, C28 1.362, N35 1.340
28 C -0.344 3.866 -0.535  N27 1.362, C29 1.390, C33 1.417
29 C -1.619 3.785 -1.082  C28 1.390, C30 1.375, H39 1.078
30 C -2.513 4.754 -0.691  C29 1.375, C31 1.404, H38 1.080
31 C -2.161 5.774 0.207  C30 1.404, C32 1.374, H37 1.080
32 C -0.904 5.862 0.754  C31 1.374, C33 1.395, H36 1.078
33 C 0.020 4.888 0.377  C28 1.417, C32 1.395, N34 1.363
34 N 1.321 4.678 0.727  C33 1.363, N35 1.268
35 N 1.749 3.651 0.119  N27 1.340, N34 1.268
36 H -0.628 6.642 1.445  C32 1.078
37 H -2.909 6.507 0.472  C31 1.080
38 H -3.519 4.733 -1.083  C30 1.080
39 H -1.893 2.990 -1.756  C29 1.078
40 H 0.537 2.027 -2.394  C26 1.095
41 H 2.071 1.754 -1.504  C26 1.089
42 C 2.473 -0.128 -0.054  N23 1.424, C43 1.391, C47 1.388
43 C 3.213 0.859 0.590  C42 1.391, C44 1.378, H56 1.079
44 C 4.589 0.800 0.575  C43 1.378, C45 1.397, H55 1.078
45 C 5.253 -0.248 -0.068  C44 1.397, C46 1.392, O50 1.358
46 C 4.507 -1.239 -0.700  C45 1.392, C47 1.384, H49 1.078
47 C 3.125 -1.176 -0.690  C42 1.388, C46 1.384, H48 1.081
48 H 2.543 -1.946 -1.176  C47 1.081
49 H 4.986 -2.063 -1.204  C46 1.078
50 O 6.610 -0.210 -0.015  C45 1.358, C51 1.407
51 C 7.341 -1.237 -0.641  O50 1.407, H52 1.095, H53 1.095, H54 1.089
52 H 7.116 -2.215 -0.202  C51 1.095
53 H 7.150 -1.269 -1.718  C51 1.095
54 H 8.389 -0.999 -0.469  C51 1.089
55 H 5.178 1.560 1.062  C44 1.078
56 H 2.716 1.679 1.084  C43 1.079
57 H 1.248 -1.894 0.990  C10 1.097
58 H -1.994 -1.024 0.208  N7 1.012
59 C -2.760 -3.928 -1.005  C6 1.533, H60 1.086, H61 1.087, H62 1.088
60 H -3.462 -4.380 -1.702  C59 1.086
61 H -1.775 -4.353 -1.178  C59 1.087
62 H -3.075 -4.164 0.010  C59 1.088
63 C -2.331 -2.094 -2.660  C6 1.530, H64 1.087, H65 1.086, H66 1.087
64 H -1.424 -2.631 -2.924  C63 1.087
65 H -2.146 -1.029 -2.774  C63 1.086
66 H -3.129 -2.394 -3.334  C63 1.087
67 H -4.305 -0.152 -2.220  C1 1.087
68 H -5.081 0.098 -0.661  C1 1.088

Atom charges from the Mulliken analysis, given in e for atoms 1 to 2: -0.9017, 0.1703

[3]
A gas-phase ion, C27H32NO7 (charge -1) at a distorted geometry. Source: the OMol25 dataset; level of theory: the ωB97M-V functional and the def2-TZVPD basis.

As for the energy: -44340.57853 eV. The calculation puts the energy above the lowest of the compared OMol25 structures with the same formula, charge and spin at 65.77 kcal/mol. Its net charge is -1. The calculation puts the HOMO-LUMO gap at 5.560 eV. The SMILES is CCOC(=O)/C(=C(/[O-])OCC)[C@@H](c1ccc(OC)cc1)[C@@](C)(/N=C/c1ccccc1)C(=O)OCC.

Bonds (Å) are listed after each position.
CARTESIAN COORDINATES (ANGSTROEM)
1 C -5.128 0.367 0.018  C2 1.499, H21 1.089, H22 1.091, H23 1.093
2 C -4.083 -0.695 -0.151  C1 1.499, O3 1.437, H24 1.099, H25 1.098
3 O -2.797 -0.055 -0.213  C2 1.437, C4 1.364
4 C -1.869 -0.850 -0.818  O3 1.364, C5 1.464, O20 1.224
5 C -0.656 -0.096 -1.140  C4 1.464, C6 1.466, C15 1.464
6 C 0.681 -0.690 -1.039  C5 1.466, C7 1.556, H26 1.112, C43 1.464
7 C 1.781 0.360 -1.367  C6 1.556, C8 1.399, C14 1.401
8 C 1.675 1.664 -0.871  C7 1.399, C9 1.385, H27 1.091
9 C 2.647 2.612 -1.147  C8 1.385, C10 1.422, H28 1.090
10 C 3.793 2.237 -1.899  C9 1.422, O11 1.359, C13 1.414
11 O 4.733 3.200 -2.093  C10 1.359, C12 1.446
12 C 5.997 2.840 -2.695  O11 1.446, H29 1.092, H30 1.099, H31 1.097
13 C 3.925 0.915 -2.384  C10 1.414, C14 1.389, H32 1.100
14 C 2.916 0.003 -2.105  C7 1.401, C13 1.389, H33 1.094
15 C -0.987 0.965 -2.094  C5 1.464, O16 1.230, O17 1.368
16 O -0.396 2.026 -2.290  C15 1.230
17 O -2.116 0.688 -2.815  C15 1.368, C18 1.448
18 C -2.369 1.627 -3.887  O17 1.448, C19 1.506, H34 1.099, H35 1.104
19 C -3.702 1.248 -4.477  C18 1.506, H36 1.091, H37 1.094, H38 1.094
20 O -2.109 -2.008 -1.136  C4 1.224
21 H -6.088 -0.131 0.149  C1 1.089
22 H -4.925 1.005 0.879  C1 1.091
23 H -5.185 1.002 -0.870  C1 1.093
24 H -4.053 -1.382 0.705  C2 1.099
25 H -4.251 -1.250 -1.084  C2 1.098
26 H 0.719 -1.429 -1.869  C6 1.112
27 H 0.838 1.939 -0.228  C8 1.091
28 H 2.536 3.638 -0.796  C9 1.090
29 H 6.518 3.794 -2.811  C12 1.092
30 H 6.568 2.167 -2.042  C12 1.099
31 H 5.844 2.371 -3.675  C12 1.097
32 H 4.818 0.600 -2.943  C13 1.100
33 H 3.033 -1.035 -2.433  C14 1.094
34 H -2.390 2.641 -3.463  C18 1.099
35 H -1.568 1.552 -4.643  C18 1.104
36 H -3.908 1.870 -5.349  C19 1.091
37 H -3.718 0.197 -4.779  C19 1.094
38 H -4.513 1.410 -3.761  C19 1.094
39 C -2.797 -3.896 1.870  C40 1.496, H54 1.095, H55 1.097, H56 1.095
40 C -1.403 -4.037 1.346  C39 1.496, O41 1.460, H57 1.102, H58 1.095
41 O -0.937 -2.675 1.107  C40 1.460, C42 1.326
42 C 0.219 -2.726 0.460  O41 1.326, C43 1.554, O53 1.225
43 C 0.973 -1.389 0.214  C6 1.464, C42 1.554, C44 1.524, N45 1.460
44 C 2.410 -1.895 0.205  C43 1.524, H59 1.097, H60 1.095, H61 1.095
45 N 0.619 -0.577 1.375  C43 1.460, C46 1.274
46 C 1.483 -0.242 2.250  N45 1.274, C47 1.463, H62 1.103
47 C 1.110 0.425 3.498  C46 1.463, C48 1.410, C52 1.401
48 C 2.065 1.077 4.303  C47 1.410, C49 1.393, H63 1.091
49 C 1.666 1.737 5.462  C48 1.393, C50 1.404, H64 1.092
50 C 0.313 1.743 5.840  C49 1.404, C51 1.404, H65 1.092
51 C -0.638 1.090 5.040  C50 1.404, C52 1.398, H66 1.089
52 C -0.243 0.449 3.862  C47 1.401, C51 1.398, H67 1.090
53 O 0.766 -3.790 0.193  C42 1.225
54 H -3.254 -4.886 1.974  C39 1.095
55 H -2.782 -3.424 2.860  C39 1.097
56 H -3.398 -3.299 1.176  C39 1.095
57 H -0.727 -4.521 2.070  C40 1.102
58 H -1.369 -4.581 0.396  C40 1.095
59 H 2.542 -2.517 -0.688  C44 1.097
60 H 3.140 -1.079 0.222  C44 1.095
61 H 2.585 -2.521 1.086  C44 1.095
62 H 2.571 -0.381 2.138  C46 1.103
63 H 3.111 1.055 3.993  C48 1.091
64 H 2.405 2.251 6.079  C49 1.092
65 H 0.001 2.258 6.751  C50 1.092
66 H -1.689 1.079 5.327  C51 1.089
67 H -0.956 -0.046 3.203  C52 1.090

Atom charges from the Mulliken analysis, given in e for atoms 1 to 2: -1.3959, 0.2752

Q: Which of these has the lowest energy above the lowest of the compared OMol25 structures with the same formula, charge and spin?
A: C27H32N4O6S

Q: What is the energy in the first record?
A: -57600.88958 eV